A structure of composition C40H33BrN3O4Ti. Source: the Open Molecules 2025 dataset; level of theory: ωB97M-V with the def2-TZVPD basis set.

Summary:
E, a.u.: -5432.9150
Charge: -1
HOMO level, eV: -3.977

Last column: Löwdin charge in e.
Cartesian coordinates (Å):
Ti 0.39876 -0.41988 0.10508  1.005
C 1.67145 -4.61172 3.89054  -0.050
C 1.96772 -3.16485 4.17557  -0.219
C 2.28503 -2.75237 5.46173  -0.072
C 2.60236 -1.43173 5.74906  -0.116
C 2.58997 -0.50150 4.72087  -0.090
C 2.26435 -0.88392 3.42992  -0.028
C 1.95744 -2.21742 3.13625  -0.216
N 1.66634 -2.65027 1.84071  0.100
C 1.81746 -1.77628 0.70443  -0.533
N 3.17933 -1.35275 0.57235  0.083
C 3.38688 -0.22173 -0.21300  -0.243
C 2.24700 0.47630 -0.65907  -0.122
C 2.47974 1.55073 -1.51787  -0.152
C 3.76255 1.94158 -1.88974  -0.123
C 4.85811 1.23667 -1.40968  -0.082
C 4.69062 0.14017 -0.57741  -0.232
C 5.85866 -0.67096 -0.09187  -0.060
N 1.16904 -2.17591 -0.45493  -0.031
C 1.79897 -2.91015 -1.44789  -0.225
C 2.77650 -3.86105 -1.12554  -0.028
C 3.38144 -4.62458 -2.10907  -0.114
C 3.02357 -4.46104 -3.43930  -0.125
C 2.06113 -3.51502 -3.76446  -0.071
C 1.44520 -2.72954 -2.79829  -0.204
C 0.44093 -1.68425 -3.18181  -0.044
H 1.44255 -5.14411 4.81398  0.070
H 2.52826 -5.09736 3.41568  0.084
H 0.82604 -4.74248 3.21405  0.068
H 2.28725 -3.49193 6.25572  0.100
H 2.84519 -1.13489 6.76132  0.088
H 2.82360 0.53752 4.91935  0.099
H 2.24748 -0.14753 2.63723  0.108
H 0.82426 -3.19914 1.74959  0.126
H 3.81761 -1.56158 1.32059  0.123
H 1.64431 2.13065 -1.89680  0.031
H 3.90796 2.79031 -2.54834  0.084
H 5.86303 1.52768 -1.69963  0.096
H 6.79261 -0.30771 -0.52236  0.067
H 5.73468 -1.72315 -0.36353  0.077
H 5.96156 -0.63260 0.99796  0.074
H 3.04312 -3.99172 -0.08498  0.100
H 4.13511 -5.35274 -1.83162  0.090
H 3.48990 -5.05560 -4.21523  0.085
H 1.78420 -3.36504 -4.80292  0.099
H 0.39796 -1.56976 -4.26615  0.075
H 0.71534 -0.71542 -2.75421  0.045
H -0.55842 -1.91763 -2.81118  0.069
Br -1.07363 1.72705 -1.76505  0.882
C -2.65227 1.25647 -0.81352  -0.579
C -3.62849 2.19768 -0.67058  -0.139
C -4.85274 1.83353 -0.07302  -0.097
C -5.07016 0.53957 0.30326  -0.052
C -4.06347 -0.44454 0.14317  -0.176
C -4.30588 -1.80194 0.46331  -0.059
C -3.32838 -2.73244 0.25879  -0.089
C -2.04307 -2.33624 -0.17635  -0.132
C -1.71182 -1.02778 -0.45760  -0.173
C -2.78729 -0.08731 -0.37370  -0.235
H -3.47088 3.20546 -1.02962  0.092
H -5.62529 2.58186 0.05170  0.095
H -6.02455 0.24079 0.72246  0.104
H -5.27715 -2.08089 0.85687  0.101
H -3.51988 -3.77790 0.47622  0.094
H -1.26872 -3.09585 -0.23766  0.082
O 0.01155 1.35939 1.27162  -0.080
C -0.50416 0.62662 2.16584  -0.583
O -0.41702 -0.63092 2.07885  -0.053
C -1.23387 1.23396 3.30592  -0.114
C -1.14381 2.60054 3.52959  -0.003
C -1.82068 3.20279 4.59057  0.016
C -2.58028 2.37689 5.38095  -0.212
O -3.32976 2.71503 6.48075  0.024
C -3.99914 1.52119 6.87722  -0.148
O -3.49119 0.44479 6.10355  0.028
C -2.67494 1.01463 5.15267  -0.194
C -2.00878 0.40227 4.12769  0.095
H -0.54138 3.19106 2.85345  0.121
H -1.75408 4.26405 4.78474  0.116
H -5.07287 1.63137 6.69063  0.134
H -3.80038 1.33350 7.93400  0.133
H -2.06298 -0.66011 3.93866  0.138